# C5H8N2O3

A cluster of 2 separate species, C5H8N2O3 in total in a non-equilibrium geometry (the ωB97M-V functional and the def2-TZVPD basis, the OMol25 dataset).

Each line ends with the Löwdin charge.
Geometry (Å):
O: 1.00 0.26 1.48  0.024
C: 0.00 0.46 0.78  -0.375
C: -0.53 1.72 0.10  0.003
C: -1.65 1.56 -0.62  -0.095
N: -2.45 0.37 -0.58  0.079
C: -1.99 -0.80 -0.03  -0.487
O: -2.51 -1.89 -0.39  0.025
N: -0.81 -0.70 0.71  0.199
H: -0.11 2.75 0.26  0.131
H: -2.24 2.52 -1.10  0.173
H: -3.09 0.22 -1.46  0.208
H: -0.59 -1.53 1.16  0.139
C: 3.07 -0.57 -0.40  -0.199
O: 4.38 -0.14 -0.58  -0.156
H: 2.56 -0.09 0.36  0.009
H: 2.45 -0.21 -1.27  0.100
H: 3.07 -1.60 -0.30  0.061
H: 4.51 0.06 -1.63  0.160

- HOMO energy (eV) = -9.9
- spin multiplicity = 1
- SMILES string = O=c1cc[nH]c(=O)[nH]1.CO
- energy relative to the best compared isomer or geometry (same formula, charge and spin) (kcal/mol) = 39.7

# C9H17ClN5O2

The ion C9H17ClN5O2 with charge +1 in a non-equilibrium geometry (the ωB97M-V functional and the def2-TZVPD basis, the OMol25 dataset).

Each line ends with the Löwdin charge.
Geometry (Å):
C: 2.67 1.55 0.55  -0.101
C: 2.89 0.25 -0.21  -0.710
Cl: 2.68 0.45 -1.96  0.661
C: 2.07 -0.94 0.31  -0.126
C: 0.69 -0.96 -0.19  -0.261
N: -0.03 0.15 -0.40  0.243
C: -1.19 -0.26 -0.85  -0.332
N: -2.19 0.54 -1.23  0.097
C: -2.03 1.99 -1.05  -0.118
C: -2.26 2.41 0.42  -0.072
C: -1.05 3.05 1.04  -0.527
O: -0.44 3.93 0.48  0.121
O: -0.63 2.58 2.23  0.115
N: -1.23 -1.62 -0.92  0.199
N: -0.02 -2.04 -0.46  -0.002
C: 0.33 -3.45 -0.37  -0.158
N: -0.77 -4.23 0.20  0.042
H: 2.13 1.41 1.47  0.072
H: 2.11 2.28 -0.03  0.064
H: 3.63 2.00 0.78  0.085
H: 3.91 -0.04 -0.05  0.095
H: 2.01 -0.84 1.39  0.140
H: 2.61 -1.85 0.09  0.119
H: -3.04 0.19 -1.63  0.156
H: -2.79 2.48 -1.63  0.127
H: -1.05 2.28 -1.40  0.123
H: -3.10 3.09 0.47  0.128
H: -2.56 1.55 1.01  0.112
H: -1.31 2.04 2.64  0.109
H: -1.97 -2.22 -1.24  0.185
H: 1.18 -3.50 0.29  0.123
H: 0.63 -3.83 -1.34  0.135
H: -1.46 -3.62 0.62  0.069
H: -0.41 -4.79 0.96  0.084

- charge = +1
- HOMO energy (eV) = -13.1
- spin multiplicity = 1
- SMILES string = C[C@H](Cl)Cc1nc(NCCC(=O)O)[nH][n+]1CN

# C6H27FeN2O10

A structure of composition C6H27FeN2O10 in a non-equilibrium geometry (the ωB97M-V functional and the def2-TZVPD basis, the OMol25 dataset).

Each line ends with the Löwdin spin population.
Geometry (Å):
Fe: -0.37 -3.93 -0.03  3.694
C: 1.72 -1.33 0.00  0.025
O: 0.63 -2.18 0.26  0.213
H: 2.22 -0.85 0.85  0.004
H: 2.47 -1.82 -0.63  0.005
H: 1.33 -0.52 -0.63  0.005
C: 1.08 3.69 3.95  0.000
C: 1.82 2.38 4.18  0.000
O: 1.74 1.64 2.99  0.000
O: -0.33 3.52 3.74  0.000
H: 1.46 4.15 3.04  0.000
H: 1.19 4.36 4.80  0.000
H: 1.24 1.85 4.95  0.000
H: 2.80 2.58 4.62  0.000
H: 1.59 0.70 3.13  0.000
H: -0.67 3.16 4.56  0.000
C: -2.44 -0.02 -3.19  0.000
C: -1.23 -0.87 -3.45  0.000
O: -1.50 -2.28 -3.56  0.000
O: -3.32 0.05 -4.31  0.000
H: -2.21 1.02 -2.99  0.000
H: -3.04 -0.30 -2.32  0.000
H: -0.48 -0.68 -2.67  0.000
H: -0.79 -0.60 -4.40  0.000
H: -1.91 -2.52 -2.72  0.000
H: -4.09 -0.52 -4.21  0.000
C: 0.35 2.65 -1.40  0.000
O: 1.25 2.82 -2.20  0.000
N: 0.54 2.26 -0.09  0.000
N: -0.96 2.95 -1.67  0.000
H: -0.29 2.26 0.48  0.000
H: 1.37 1.80 0.20  0.000
H: -1.73 2.64 -1.09  0.000
H: -1.20 3.22 -2.61  0.000
O: -0.10 -0.77 2.92  0.000
H: -1.04 -0.94 2.92  0.000
H: 0.24 -1.31 2.20  -0.001
O: -1.98 -0.57 0.33  0.000
H: -2.30 -1.27 -0.24  0.000
H: -1.02 -0.61 0.27  -0.001
O: 0.52 -3.87 -2.01  0.025
H: 0.67 -4.56 -2.67  0.002
H: 0.83 -3.05 -2.41  0.001
O: 1.59 -4.84 0.37  0.025
H: 2.06 -4.06 0.71  0.000
H: 2.28 -5.42 0.02  0.002

- charge = +1
- <S²> = 6.01
- HOMO energy (spin up / spin down) (eV) = -11.8 / -11.8
- spin multiplicity = 5

# C19H20F3NO2

The molecule C19H20F3NO2 in a non-equilibrium geometry (the ωB97M-V functional and the def2-TZVPD basis, the OMol25 dataset).

Each line ends with the Löwdin charge.
Geometry (Å):
C: 1.88 0.70 -4.19  -0.009
C: 0.73 0.92 -3.29  -0.335
C: -0.59 0.63 -3.41  -0.031
C: -1.21 1.08 -2.21  -0.030
C: -0.22 1.62 -1.45  -0.248
C: -0.28 2.25 -0.09  -0.093
N: 0.74 1.71 0.79  -0.156
C: 2.00 2.41 0.68  -0.177
C: 3.10 1.67 1.42  -0.153
C: 2.71 1.43 2.88  -0.147
C: 1.34 0.73 2.92  -0.209
C: 1.52 -0.67 2.35  -0.323
O: 2.31 -1.44 2.84  0.128
C: 0.74 -1.04 1.13  -0.137
C: 1.43 -1.37 -0.04  -0.001
C: 0.74 -1.75 -1.17  -0.048
C: -0.64 -1.84 -1.16  -0.017
C: -1.32 -1.56 0.02  -0.113
C: -2.82 -1.62 0.08  -0.585
F: -3.36 -0.39 0.24  0.126
F: -3.38 -2.13 -1.02  0.141
F: -3.26 -2.35 1.11  0.141
C: -0.64 -1.17 1.16  0.034
C: 0.33 1.60 2.17  -0.156
O: 0.96 1.53 -2.10  0.070
H: 2.28 1.65 -4.56  0.083
H: 1.57 0.10 -5.04  0.084
H: 2.69 0.19 -3.66  0.081
H: -1.07 0.16 -4.24  0.110
H: -2.25 1.02 -1.96  0.110
H: -1.27 2.03 0.31  0.130
H: -0.19 3.35 -0.18  0.135
H: 1.91 3.44 1.09  0.129
H: 2.26 2.49 -0.38  0.117
H: 3.28 0.71 0.93  0.105
H: 4.03 2.25 1.37  0.116
H: 2.65 2.38 3.41  0.119
H: 3.46 0.80 3.37  0.116
H: 1.04 0.62 3.97  0.156
H: 2.50 -1.31 -0.05  0.120
H: 1.28 -1.99 -2.08  0.112
H: -1.18 -2.13 -2.04  0.122
H: -1.19 -1.00 2.08  0.136
H: 0.30 2.59 2.67  0.135
H: -0.67 1.17 2.22  0.112

- HOMO energy (eV) = -8.3
- spin multiplicity = 1
- SMILES string = Cc1ccc(CN2CCC[C@H](C(=O)c3cccc(C(F)(F)F)c3)C2)o1
- energy relative to the best compared isomer or geometry (same formula, charge and spin) (kcal/mol) = 5.0

Question: Which value of spin multiplicity does entry 2 give?
Answer: 1